1.
ORCA calculation (ωB97M-V with the def2-TZVPD basis set) on a molecular structure, C40H37BrCl5N3O3Ti.

**<S²>**: 0.791
**Frontier orbital gap (alpha / beta)**: 5.59 / 6.33 eV
**Energy above the lowest of the compared OMol25 structures with the same formula, charge and spin**: 0.256 eV

Geometry as ORCA input:
```
! wB97M-V def2-TZVPD RIJCOSX def2/J DEFGRID3
* xyz -1 2
Ti 0.3099 -0.2233 -0.6454
O -2.8447 0.4551 2.9932
C -2.8256 1.7980 3.2459
C -3.6186 2.3727 4.2333
C -3.5994 3.7455 4.4288
C -2.7917 4.5473 3.6359
C -2.0049 3.9618 2.6492
C -2.0037 2.5877 2.4429
C -1.1586 1.9474 1.3652
O -0.6740 2.9496 0.4905
N -0.0965 1.1902 2.0092
N 0.8773 0.8587 1.0290
C 2.1210 1.2397 1.3559
C 3.2217 1.2452 0.5111
Br 2.7627 1.0398 -1.3530
C 4.5666 1.3855 0.7979
C 5.2083 1.1893 2.0823
C 4.6122 0.5370 3.1795
C 5.2983 0.3608 4.3723
C 6.5991 0.8254 4.5258
C 7.2118 1.4604 3.4489
C 6.5333 1.6354 2.2556
H -3.5651 0.0442 3.4827
H -4.2572 1.7373 4.8397
H -4.2231 4.1843 5.1986
H -2.7742 5.6202 3.7787
H -1.3797 4.5685 2.0086
H -1.7549 1.2288 0.8060
H 0.3232 1.7730 2.7261
H 2.2956 1.6136 2.3606
H 5.2190 1.6550 -0.0253
H 3.6139 0.1325 3.0802
H 4.8115 -0.1570 5.1905
H 7.1287 0.6871 5.4604
H 8.2293 1.8214 3.5427
H 7.0230 2.1311 1.4245
O -0.4375 1.1071 -1.6257
C -1.5187 1.4298 -2.4620
C -1.1635 2.6765 -3.2417
C 0.2796 2.6675 -3.7377
C 0.6201 1.5196 -4.6537
C -0.0752 1.3273 -5.8476
C 0.2865 0.2916 -6.6865
C 1.3261 -0.5442 -6.3100
C 1.9577 -0.2887 -5.1046
N 1.6273 0.7191 -4.2918
H -0.2724 2.4862 -0.2584
H -2.4063 1.6310 -1.8570
H -1.7556 0.6007 -3.1287
H -1.2971 3.5533 -2.6026
H -1.8667 2.7789 -4.0757
H 0.9599 2.6281 -2.8889
H 0.4707 3.6037 -4.2733
H -0.8939 1.9887 -6.1089
H -0.2488 0.1221 -7.6141
H 1.6299 -1.3820 -6.9243
H 2.7617 -0.9311 -4.7575
Cl 2.4145 -1.9157 0.3284
C 1.8998 -2.5799 -1.2113
C 0.8497 -1.8910 -1.8109
C 0.4060 -2.5021 -2.9841
Cl -1.0043 -1.8424 -3.7879
C 0.9820 -3.6500 -3.5280
Cl 0.3686 -4.3363 -4.9956
C 2.0524 -4.2717 -2.8865
Cl 2.7935 -5.6848 -3.5512
C 2.5072 -3.7304 -1.6908
Cl 3.7993 -4.4775 -0.8215
C -0.8506 -2.3629 2.0522
C -1.6421 -2.4107 0.7485
C -1.3711 -3.7694 0.0599
C -1.2210 -1.2778 -0.1897
C -3.1523 -2.3264 1.0226
C -3.6860 -2.2368 2.3055
C -5.0615 -2.1800 2.5200
C -5.9417 -2.2127 1.4505
C -5.4273 -2.3141 0.1615
C -4.0572 -2.3698 -0.0433
H 0.2088 -2.4944 1.8331
H -1.1447 -3.1722 2.7303
H -0.9743 -1.3989 2.5530
H -0.2958 -3.9150 -0.0640
H -1.8283 -3.8121 -0.9321
H -1.7676 -4.5971 0.6599
H -1.9829 -1.1292 -0.9632
H -3.0195 -2.2079 3.1588
H -5.4439 -2.1092 3.5321
H -7.0114 -2.1606 1.6145
H -6.0978 -2.3477 -0.6902
H -3.6794 -2.4479 -1.0577
*
```


2.
ORCA calculation (ωB97M-V with the def2-TZVPD basis set) on a molecular structure, C40H37BrIMoN2O2PS2.

**<S²>**: 2.017
**Frontier orbital gap (alpha / beta)**: 5.95 / 6.16 eV
**Energy above the lowest of the compared OMol25 structures with the same formula, charge and spin**: 0.247 eV

Geometry as ORCA input:
```
! wB97M-V def2-TZVPD RIJCOSX def2/J DEFGRID3
* xyz 4 3
Mo 0.1493 0.4620 -0.5261
O -0.2801 -0.9197 0.5851
P -0.6218 -1.9077 1.8743
C 0.5962 -3.1687 1.8826
C 1.7243 -3.0355 2.7037
C 2.6911 -4.0259 2.6984
C 2.5398 -5.1391 1.8798
C 1.4241 -5.2728 1.0571
C 0.4491 -4.2942 1.0559
C -0.5288 -0.8393 3.2819
C -0.5218 0.5524 3.1874
C -0.5515 1.3221 4.3377
C -0.5951 0.7056 5.5831
C -0.6151 -0.6798 5.6823
C -0.5873 -1.4572 4.5363
C -2.2553 -2.4948 1.5492
C -3.2188 -1.6093 1.0428
C -4.5420 -2.0053 0.9760
C -4.9148 -3.2658 1.4371
C -3.9665 -4.1381 1.9541
C -2.6341 -3.7591 2.0173
H 1.8361 -2.1769 3.3536
H 3.5535 -3.9421 3.3457
H 3.2935 -5.9158 1.8878
H 1.3127 -6.1503 0.4348
H -0.4275 -4.4107 0.4303
H -0.5252 1.0533 2.2217
H -0.5597 2.4017 4.2712
H -0.6210 1.3083 6.4812
H -0.6577 -1.1553 6.6528
H -0.6106 -2.5377 4.6239
H -2.9436 -0.6114 0.7198
H -5.2917 -1.3283 0.5889
H -5.9552 -3.5617 1.4061
H -4.2647 -5.1118 2.3185
H -1.9047 -4.4414 2.4341
Br 1.8685 -2.1336 -1.6383
C 3.4755 -1.1713 -1.9430
C 4.2648 -1.5059 -3.0302
C 5.4143 -0.7703 -3.2900
C 5.7659 0.3039 -2.4878
C 4.9861 0.6420 -1.3878
C 3.8549 -0.1126 -1.1250
I 2.8023 0.2985 0.6445
H 3.9905 -2.3380 -3.6646
H 6.0371 -1.0448 -4.1307
H 6.6556 0.8787 -2.7062
H 5.2781 1.4550 -0.7371
S -1.7766 0.5430 -1.9121
C -2.0174 -1.0138 -2.7363
N -2.1479 -2.1364 -2.0607
C -2.4449 -3.4255 -2.7216
C -3.2043 -3.1710 -4.0138
C -2.4763 -2.1484 -4.8673
N -2.1309 -0.9715 -4.0413
H -2.1988 -2.0784 -1.0534
H -3.0425 -4.0127 -2.0273
H -1.5064 -3.9519 -2.9029
H -4.2133 -2.8222 -3.7892
H -3.2944 -4.1021 -4.5703
H -3.1022 -1.7972 -5.6849
H -1.5572 -2.5515 -5.2946
H -2.0136 -0.0786 -4.4995
O 0.6478 2.1590 -1.0922
S 1.1794 3.6388 -1.4969
C 1.8530 4.2570 -0.0046
C 3.0024 5.0198 -0.1877
C 3.5600 5.6458 0.9204
C 2.9829 5.4811 2.1695
C 1.8402 4.6964 2.3329
C 1.2557 4.0832 1.2421
C -0.2925 4.5222 -1.8194
C -1.4344 4.4370 -1.0237
C -2.4901 5.2781 -1.3137
C -2.3924 6.1889 -2.3676
C -1.2506 6.2545 -3.1508
C -0.1810 5.4087 -2.8876
H 3.4519 5.1354 -1.1671
H 4.4443 6.2570 0.8022
H 3.4208 5.9704 3.0294
H 1.4008 4.5890 3.3154
H 0.3475 3.5033 1.3588
H -1.5011 3.7414 -0.1957
H -3.3889 5.2439 -0.7133
H -3.2208 6.8534 -2.5743
H -1.1909 6.9525 -3.9745
H 0.7142 5.4498 -3.4967
*
```


3.
ORCA calculation (ωB97M-V with the def2-TZVPD basis set) on a molecular structure, C40H38BiBrI2N11O2Sb.

**Frontier orbital gap**: 5.31 eV
**Energy above the lowest of the compared OMol25 structures with the same formula, charge and spin**: 3.028 eV

Geometry as ORCA input:
```
! wB97M-V def2-TZVPD RIJCOSX def2/J DEFGRID3
* xyz 0 1
Bi 0.6691 1.4674 0.8719
O -1.0223 3.6286 -2.5618
C -1.5161 2.6143 -3.3071
C -1.5673 2.8263 -4.6635
C -2.2579 1.9664 -5.4904
C -2.8811 0.8626 -4.9222
C -2.7418 0.5803 -3.5603
C -1.9930 1.4107 -2.7358
C -1.7313 1.1798 -1.2502
O -0.3188 1.1390 -1.0384
N -2.2211 2.3072 -0.4442
N -1.7181 2.2922 0.8828
C -2.4949 2.9140 1.7695
C -2.1364 3.3318 3.0778
Br -0.3041 3.8061 3.4101
C -3.0303 3.5477 4.1147
C -4.3950 3.0636 4.2502
C -5.3024 3.7895 5.0628
C -6.6329 3.4129 5.1405
C -7.0928 2.2728 4.4719
C -6.1911 1.4811 3.7539
C -4.8727 1.8880 3.5740
H -1.4849 3.5380 -1.6781
H -1.0984 3.7578 -5.0100
H -2.3312 2.1381 -6.5763
H -3.4150 0.1609 -5.5512
H -3.1616 -0.3515 -3.1913
H -2.1653 0.2222 -0.8882
H -3.2336 2.4662 -0.5152
H -3.4955 3.2400 1.3922
H -2.5684 4.0902 4.9389
H -4.9791 4.7270 5.5258
H -7.3166 3.9646 5.7386
H -8.1583 1.9999 4.5511
H -6.4963 0.4912 3.3574
H -4.1799 1.3051 2.9670
N 0.2123 0.0989 4.6890
C -0.7431 -0.2830 3.8153
N -1.9797 -0.5311 4.2817
N -2.6364 -0.9869 3.2043
N -1.8598 -0.9943 2.1604
N -0.6394 -0.5191 2.4899
C 1.5348 0.3211 4.4194
N 2.3675 0.5582 5.4574
N 3.5450 0.7039 4.8794
N 3.4632 0.5714 3.5912
N 2.1692 0.3689 3.2383
H -0.0633 0.0970 5.6770
I 4.2576 2.1817 0.7853
C 4.3780 3.5057 -0.9283
I 2.4771 4.3221 -1.6180
H 4.7286 2.8659 -1.7528
H 5.0077 4.3501 -0.6227
C 2.4273 -2.8529 2.6683
C 2.9088 -3.6141 1.4870
C 3.3998 -4.9329 1.6519
C 3.6365 -5.7724 0.5722
C 3.4851 -5.2667 -0.7111
C 3.1141 -3.9412 -0.8821
C 2.7764 -3.1224 0.1822
Sb 1.6948 -1.2536 -0.4593
C 0.3915 -2.3098 -1.9643
C 0.7217 -2.3454 -3.3084
C -0.1197 -2.9453 -4.2577
C -1.3306 -3.4806 -3.8472
C -1.6619 -3.4740 -2.5048
C -0.7643 -2.9695 -1.5481
C -1.0275 -3.1144 -0.0896
C 3.2669 -0.3890 -1.7987
C 4.5157 -0.7496 -1.3448
C 5.6627 -0.5428 -2.1060
C 5.5599 0.0924 -3.3325
C 4.3228 0.5989 -3.7477
C 3.1664 0.3328 -2.9895
C 1.8742 0.9158 -3.4629
H 2.4409 -3.4494 3.5700
H 1.4136 -2.4858 2.5582
H 3.0486 -1.9721 2.8584
H 3.5266 -5.2962 2.6781
H 3.9416 -6.8045 0.7404
H 3.7023 -5.8988 -1.5797
H 3.0385 -3.5321 -1.9107
H 1.6442 -1.8753 -3.6761
H 0.2330 -2.9505 -5.2935
H -1.9976 -3.9108 -4.5859
H -2.6104 -3.9007 -2.1741
H -1.9510 -3.6792 0.0731
H -1.1614 -2.1774 0.4307
H -0.2546 -3.6542 0.4861
H 4.6414 -1.1559 -0.3325
H 6.6094 -0.9431 -1.7439
H 6.4589 0.2238 -3.9418
H 4.2191 1.1495 -4.6983
H 2.1258 1.8051 -4.0902
H 1.1927 1.2827 -2.6930
H 1.3351 0.1992 -4.1160
*
```


4.
ORCA calculation (ωB97M-V with the def2-TZVPD basis set) on a molecular structure, C40H38FeNOP2.

**<S²>**: 8.775
**Frontier orbital gap (alpha / beta)**: 8.10 / 6.29 eV

Geometry as ORCA input:
```
! wB97M-V def2-TZVPD RIJCOSX def2/J DEFGRID3
* xyz 2 6
Fe -0.2865 0.6600 0.1186
C 0.8364 1.4882 3.0542
P 1.5485 1.7163 1.3748
C 1.7284 3.5312 1.2359
C 2.6569 4.0641 0.3598
C 2.7075 5.4453 0.1622
C 1.8249 6.2834 0.8161
C 0.8556 5.7385 1.6255
C 0.8385 4.3648 1.9031
C 3.2196 1.0182 1.2784
C 3.4623 0.1151 0.2557
C 4.7310 -0.3468 -0.0553
C 5.8099 0.1583 0.6702
C 5.5752 1.0398 1.7087
C 4.3024 1.4289 2.0653
C -0.6332 1.7034 2.9425
C -1.5432 2.4121 3.7654
C -2.7755 2.3113 3.1573
C -2.5657 1.5511 1.9506
C -3.5174 0.9812 0.9826
P -2.5826 0.6908 -0.6384
C -3.5287 -0.5852 -1.4973
C -3.6830 -1.8137 -0.8804
C -4.2336 -2.8772 -1.5777
C -4.6009 -2.7168 -2.9082
C -4.4321 -1.4837 -3.5270
C -3.9102 -0.4074 -2.8378
C -2.8055 2.1688 -1.5892
C -1.6562 2.7072 -2.1774
C -1.7360 3.8598 -2.9318
C -2.9429 4.4907 -3.1073
C -4.0903 3.9942 -2.4687
C -4.0381 2.8131 -1.7442
N -1.2715 1.2172 1.8406
H 1.3183 2.1033 3.8230
H 1.0354 0.4296 3.3111
H 3.3781 3.4257 -0.1467
H 3.4080 5.8593 -0.5442
H 1.8090 7.3176 0.5189
H 0.1011 6.3702 2.0473
H 0.0695 3.9576 2.5455
H 2.6347 -0.3086 -0.2923
H 4.8926 -1.0810 -0.8460
H 6.8253 -0.1406 0.4172
H 6.4085 1.4071 2.2877
H 4.1578 2.0542 2.9386
H -1.3378 2.8855 4.7100
H -3.6901 2.7517 3.5323
H -4.4496 1.5195 0.8854
H -3.8083 -0.0098 1.3712
H -3.3580 -1.9703 0.1617
H -4.3043 -3.8234 -1.0652
H -5.0498 -3.5282 -3.4786
H -4.7137 -1.3783 -4.5583
H -3.8422 0.5558 -3.3557
H -0.6699 2.1950 -2.0914
H -0.8316 4.2806 -3.3721
H -2.9988 5.3733 -3.6981
H -5.0042 4.5374 -2.5742
H -4.9196 2.4429 -1.2465
C 1.8979 -7.5411 -1.1254
C 1.5786 -6.1584 -0.6961
C 0.9288 -5.2631 -1.5488
C 0.6383 -3.9420 -1.1810
C -0.1040 -3.0511 -2.1202
C 1.0423 -3.5087 0.1284
C 0.7465 -2.1912 0.6091
O 0.2971 -1.2548 -0.1138
C 1.7419 -4.4170 1.0010
C 2.3409 -3.9947 2.3073
C 1.9467 -5.7193 0.5671
H 1.9202 -7.6635 -2.1966
H 1.1268 -8.2391 -0.7124
H 2.8436 -7.8477 -0.6297
H 0.6780 -5.6384 -2.5430
H -0.3687 -3.6547 -3.0045
H 0.5156 -2.2060 -2.4589
H -1.0210 -2.6580 -1.7224
H 0.8714 -2.0156 1.6780
H 3.2093 -3.3615 2.0810
H 2.7023 -4.8361 2.8984
H 1.6840 -3.4234 2.9182
H 2.4595 -6.3631 1.2574
*
```


5.
ORCA calculation (ωB97M-V with the def2-TZVPD basis set) on a molecular structure, C40H39ClLuN4O2S4Te.

**Frontier orbital gap**: 3.32 eV
**Energy above the lowest of the compared OMol25 structures with the same formula, charge and spin**: 3.231 eV

Geometry as ORCA input:
```
! wB97M-V def2-TZVPD RIJCOSX def2/J DEFGRID3
* xyz -1 1
Lu 11.8463 11.1893 10.4455
C 11.0574 8.8344 12.7532
N 10.9665 9.0150 11.2134
C 11.7302 7.9821 10.5102
C 13.2184 8.2147 10.5946
N 13.7279 9.5631 10.0573
C 14.5326 10.2012 11.1709
C 14.2569 9.7025 8.7232
C 14.6348 8.5615 7.9500
C 15.3375 8.6791 6.7690
C 15.6636 9.9765 6.3069
C 15.2684 11.1277 7.0293
C 14.4557 11.0503 8.1881
S 13.9976 12.4809 9.0370
C 9.5617 9.0345 10.8319
C 8.9557 7.9984 10.1052
C 7.7332 8.1600 9.3925
C 7.0698 9.3452 9.4271
C 7.6981 10.4448 10.1122
C 8.8553 10.2818 10.9047
S 9.4156 11.6027 11.7906
H 10.4853 7.9174 12.9866
H 10.5419 9.7162 13.1905
H 12.0590 8.7298 13.1850
H 11.4261 7.8902 9.4188
H 11.4461 7.0229 10.9648
H 13.7544 7.4851 10.0388
H 13.6193 8.1266 11.5837
H 15.1030 9.5117 11.8546
H 13.9919 11.6561 12.3277
H 15.2392 10.9307 10.6853
H 14.5482 7.4962 8.2827
H 15.6709 7.8194 6.2252
H 16.3211 10.1232 5.4159
H 15.5538 12.1579 6.7818
H 9.3636 7.0336 10.1133
H 7.3429 7.2647 8.8434
H 6.0464 9.4481 9.0897
H 7.3507 11.4405 10.0055
Cl 10.0037 12.4682 3.2202
C 10.2964 11.7865 4.7618
C 10.6102 10.3900 4.9204
C 11.0099 9.9435 6.2234
C 10.9230 10.7965 7.3132
O 11.2654 10.4583 8.5100
C 10.4154 12.1732 7.1259
C 10.0712 12.9926 8.1830
N 10.7544 13.2204 9.2588
C 10.8999 14.4285 9.7453
C 10.5230 15.6515 9.1317
C 10.4232 16.7846 9.8612
C 11.0439 16.8556 11.1520
C 11.4391 15.6791 11.7834
C 12.0696 15.7367 13.0262
C 12.3522 14.5367 13.6830
C 12.1162 13.3221 13.0081
N 11.7444 13.2964 11.7014
C 11.3671 14.4869 11.0759
C 10.1881 12.6511 5.8443
H 10.4526 9.7173 4.0977
H 11.3100 8.9153 6.3995
H 9.3251 13.7236 7.8120
H 10.3659 15.5964 8.0621
H 10.0710 17.7317 9.4997
H 11.1893 17.8150 11.6424
H 12.0785 16.7477 13.4670
H 12.7961 14.4702 14.6765
H 12.1363 12.3445 13.4935
H 9.9851 13.6725 5.7148
O 13.5477 10.8805 11.9409
S 11.7953 10.3938 19.8106
C 12.7381 12.0022 19.9689
C 14.2714 11.7359 19.9054
C 14.5920 10.2621 19.5754
C 13.3215 9.4048 19.5941
H 12.4218 12.4258 20.9495
H 12.3551 12.5763 19.1446
H 14.6532 11.8885 20.9279
H 14.8545 12.3319 19.2301
H 15.2765 9.8160 20.3358
H 15.0705 10.1679 18.6243
H 13.2972 8.7373 20.4744
H 13.1279 8.7922 18.7328
Te 8.5501 14.4140 17.5911
C 9.2182 16.2462 17.9888
C 8.8911 16.8010 19.1927
C 9.5337 18.0445 19.3975
C 10.2119 18.5262 18.3001
S 10.1884 17.3447 17.0250
H 8.3552 16.2295 19.9806
H 9.4121 18.6246 20.3354
H 10.8248 19.4332 18.1582
*
```


| no. | strongest force on any atom (eV Å⁻¹) |
| --- | --- |
| 1 | 1.590 |
| 2 | 0.789 |
| 3 | 3.341 |
| 4 | 1.588 |
| 5 | 4.581 |